--- w ---
The following is a quantum chemistry calculation of a 7-piece molecular cluster, H14O7 overall, from OMol25.

Each line ends with the natural charge from an NBO analysis.
CARTESIAN COORDINATES (ANGSTROEM)
O -2.146 0.879 -2.395  -0.9736
H -2.624 0.151 -1.997  0.4844
H -1.707 1.307 -1.661  0.4709
O -3.019 -0.396 -0.141  -0.9561
H -2.558 -1.210 0.066  0.4818
H -2.993 0.108 0.672  0.4809
O -0.865 2.497 -0.573  -0.9619
H -1.426 3.221 -0.850  0.4909
H -0.064 2.919 -0.262  0.4851
O 2.415 -2.589 0.010  -0.9560
H 1.957 -2.769 0.831  0.4856
H 3.223 -3.099 0.070  0.4777
O 0.115 -0.320 0.516  -0.9728
H 1.034 -0.443 0.280  0.4827
H -0.173 0.421 -0.017  0.4922
O -0.480 -0.095 3.531  -0.9543
H -0.021 0.558 4.060  0.4609
H -0.120 0.013 2.651  0.4874
O 2.837 -0.314 -1.819  -0.9487
H 2.952 -1.008 -1.170  0.4813
H 3.663 0.170 -1.803  0.4617

Calculated values
total charge = 0
spin multiplicity = 1
SMILES = O.O.O.O.O.O.O
E_LUMO = 0.2 eV
highest occupied orbital energy = -10.178 eV

***

--- x ---
The following is a quantum chemistry calculation of H14O7 as an isolated structure, from OMol25.

Each line ends with the natural charge from an NBO analysis.
CARTESIAN COORDINATES (ANGSTROEM)
O -0.613 1.257 -2.220  -0.9956
H -0.313 0.681 -1.517  0.4306
H -0.632 2.129 -1.825  0.4045
O 1.194 -2.121 0.338  -0.9642
H 0.552 -2.264 -0.358  0.4959
H 0.882 -2.658 1.066  0.4723
O -0.538 -0.635 1.390  -0.8477
H -1.216 0.040 1.407  0.4835
H 0.262 -0.178 1.651  0.4875
O -0.046 -0.199 -0.802  -0.8720
H 0.895 -0.248 -0.635  0.4982
H -0.429 0.023 0.047  0.4430
O -1.662 -1.854 0.191  -0.9437
H -1.313 -1.014 0.489  0.4259
H -2.481 -1.959 0.676  0.4503
O 2.528 0.274 0.119  -0.8952
H 2.012 0.744 0.775  0.4439
H 2.530 0.852 -0.644  0.4789
O -0.890 2.256 0.067  -0.9165
H -0.038 1.880 0.290  0.4439
H -0.683 2.993 -0.508  0.4765

Calculated values
total charge = 0
spin multiplicity = 1
E_LUMO = -0.6 eV
highest occupied orbital energy = -9.509 eV

***

w is the most stable structure; the next one sits 6.082 eV above it.

***

--- w ---
The following is a quantum chemistry calculation of a 7-piece molecular cluster, H14O7 overall, from OMol25.

Each line ends with the natural charge from an NBO analysis.
CARTESIAN COORDINATES (ANGSTROEM)
O -1.831 -0.448 0.788  -0.9753
H -2.539 -0.199 0.180  0.4821
H -2.065 -0.026 1.626  0.5024
O -0.340 -3.036 0.866  -0.9425
H -1.229 -2.741 0.642  0.4777
H -0.004 -2.329 1.425  0.4648
O -1.895 -0.983 -3.246  -0.9390
H -1.494 -0.444 -2.554  0.4734
H -2.155 -0.358 -3.929  0.4656
O 2.591 2.093 -2.244  -0.9533
H 2.625 2.997 -2.571  0.4647
H 1.653 1.858 -2.229  0.4872
O -0.554 0.870 3.046  -0.9639
H -0.020 0.523 2.319  0.4879
H -0.059 1.608 3.411  0.4745
O 1.775 0.039 1.360  -0.9704
H 2.526 -0.465 1.022  0.4962
H 2.117 0.433 2.171  0.4844
O 0.322 0.278 -1.088  -0.9908
H 1.039 0.242 -0.443  0.4895
H -0.463 0.087 -0.553  0.4850

Calculated values
total charge = 0
spin multiplicity = 1
SMILES = O.O.O.O.O.O.O
E_LUMO = 0.0 eV
highest occupied orbital energy = -10.924 eV

***

--- x ---
The following is a quantum chemistry calculation of a 7-piece molecular cluster, H14O7 overall, from OMol25.

Each line ends with the natural charge from an NBO analysis.
CARTESIAN COORDINATES (ANGSTROEM)
O 5.101 -10.416 -8.021  -0.9402
H 4.227 -10.786 -8.144  0.4696
H 5.058 -9.978 -7.171  0.4705
O 15.747 -10.837 -6.004  -0.9357
H 15.958 -11.312 -5.200  0.4659
H 14.791 -10.789 -6.010  0.4698
O 9.917 -17.061 -9.929  -0.9338
H 10.511 -17.752 -9.636  0.4653
H 10.283 -16.258 -9.559  0.4685
O 8.942 -12.585 -6.737  -0.9432
H 9.688 -12.138 -6.339  0.4682
H 8.325 -11.884 -6.946  0.4748
O 11.651 -9.510 -4.747  -0.9406
H 11.424 -9.801 -3.864  0.4679
H 12.186 -8.728 -4.612  0.4729
O 5.486 -9.248 -3.556  -0.9372
H 6.388 -9.527 -3.400  0.4674
H 5.127 -9.095 -2.682  0.4699
O 6.399 -15.692 -4.805  -0.9365
H 5.995 -15.169 -4.113  0.4635
H 7.171 -15.190 -5.066  0.4728

Calculated values
total charge = 0
spin multiplicity = 1
SMILES = O.O.O.O.O.O.O
E_LUMO = 0.0 eV
highest occupied orbital energy = -11.358 eV

***

w is the most stable structure; the next one sits 0.676 eV above it.

***

--- w ---
The following is a quantum chemistry calculation of a 7-piece molecular cluster, H14O7 overall, from OMol25.

Each line ends with the natural charge from an NBO analysis.
CARTESIAN COORDINATES (ANGSTROEM)
H 1.116 1.082 -2.418  0.4756
H 1.661 0.426 -1.120  0.5035
H 1.115 -1.844 -1.213  0.4700
H 1.435 -1.646 0.183  0.4806
H -1.083 -1.993 -1.049  0.4955
H -1.527 -0.589 -0.664  0.4618
H -0.274 1.785 -0.618  0.5152
H -1.628 2.755 -0.617  0.4853
H -2.062 0.738 0.255  0.4893
H -2.444 -0.791 0.639  0.4996
H -0.395 -0.164 1.663  0.5093
H 0.257 -0.594 2.919  0.4742
H 1.993 0.069 1.158  0.5138
H 2.461 1.438 0.668  0.4855
O 0.849 0.579 -1.633  -0.9879
O 0.748 -2.071 -0.353  -0.9438
O -1.865 -1.408 -1.138  -0.9665
O -1.010 2.216 -0.075  -0.9967
O -2.217 0.117 1.013  -0.9960
O 0.371 -0.599 2.006  -0.9796
O 2.501 0.496 0.395  -0.9888

Calculated values
total charge = 0
spin multiplicity = 1
SMILES = O.O.O.O.O.O.O
E_LUMO = 0.2 eV
highest occupied orbital energy = -10.807 eV

***

--- x ---
The following is a quantum chemistry calculation of a 7-piece molecular cluster, H14O7 overall, from OMol25.

Each line ends with the natural charge from an NBO analysis.
CARTESIAN COORDINATES (ANGSTROEM)
O 0.753 -2.593 -1.881  -0.9795
H 1.146 -1.727 -1.847  0.4912
H 0.737 -2.982 -2.768  0.4700
O 0.536 0.079 1.022  -0.9919
H 1.272 -0.040 0.435  0.4864
H 0.527 1.041 1.107  0.4986
O -0.901 0.838 -1.257  -0.9849
H -1.695 1.171 -0.957  0.4677
H -0.382 0.432 -0.511  0.4824
O -0.035 2.717 0.998  -0.9381
H -1.000 2.716 0.948  0.5018
H 0.070 2.803 1.902  0.4637
O -2.528 1.417 1.016  -0.9651
H -2.395 0.449 0.886  0.4947
H -3.467 1.454 1.085  0.4790
O 0.183 -2.606 1.581  -0.9684
H -0.269 -3.113 0.907  0.4729
H 0.346 -1.727 1.291  0.4850
O 2.074 -0.382 -1.211  -0.9547
H 3.033 -0.510 -1.343  0.4938
H 2.000 0.572 -1.394  0.4955

Calculated values
total charge = 0
spin multiplicity = 1
SMILES = O.O.O.O.O.O.O
E_LUMO = 0.2 eV
highest occupied orbital energy = -10.361 eV

***

--- y ---
The following is a quantum chemistry calculation of a 7-piece molecular cluster, H14O7 overall, from OMol25.

Each line ends with the natural charge from an NBO analysis.
CARTESIAN COORDINATES (ANGSTROEM)
O -0.325 -2.320 2.388  -0.9631
H -0.411 -1.566 1.783  0.4925
H -1.120 -2.302 2.929  0.4604
O 1.040 3.013 -0.497  -0.9450
H 0.092 2.938 -0.647  0.4823
H 1.131 3.204 0.445  0.4765
O -0.257 -0.431 0.219  -0.9972
H 0.371 -0.243 -0.504  0.5156
H -0.970 0.208 0.123  0.4779
O -2.892 0.451 1.622  -0.9371
H -2.252 0.798 2.254  0.4713
H -3.167 1.211 1.099  0.4688
O 0.979 -0.218 -2.295  -0.9636
H 1.943 -0.272 -2.280  0.4929
H 0.676 -1.011 -2.753  0.4903
O -1.594 -2.438 -1.320  -0.9700
H -1.130 -2.112 -0.530  0.4944
H -1.753 -3.371 -1.152  0.4660
O 3.205 1.107 -0.394  -0.9697
H 3.959 1.604 -0.063  0.4669
H 2.476 1.749 -0.430  0.4899

Calculated values
total charge = 0
spin multiplicity = 1
SMILES = O.O.O.O.O.O.O
E_LUMO = -0.1 eV
highest occupied orbital energy = -10.774 eV

***

y is the most stable structure; the next one sits 0.208 eV above it.

***

--- w ---
The following is a quantum chemistry calculation of a 7-piece molecular cluster, H14O7 overall, from OMol25.

Each line ends with the natural charge from an NBO analysis.
CARTESIAN COORDINATES (ANGSTROEM)
O -3.995 -1.189 0.500  -0.9393
H -4.330 -2.046 0.766  0.4634
H -3.064 -1.337 0.331  0.4759
O 1.666 -0.963 1.518  -0.9610
H 2.502 -1.427 1.459  0.4768
H 1.192 -1.413 2.217  0.4944
O -1.901 0.874 -2.471  -0.9640
H -2.741 0.420 -2.541  0.4632
H -1.682 0.830 -1.540  0.4858
O 1.378 -0.662 -1.351  -0.9654
H 1.710 -0.779 -0.461  0.4884
H 1.879 -1.284 -1.878  0.4872
O -0.053 1.235 3.655  -0.9366
H 0.688 0.956 3.117  0.4677
H -0.268 2.110 3.331  0.4693
O 2.860 1.582 -2.352  -0.9443
H 2.047 1.253 -1.967  0.4847
H 3.374 0.795 -2.536  0.4560
O -0.785 0.208 0.050  -0.9629
H 0.003 -0.155 -0.354  0.4902
H -0.481 0.993 0.505  0.4705

Calculated values
total charge = 0
spin multiplicity = 1
SMILES = O.O.O.O.O.O.O
E_LUMO = -0.2 eV
highest occupied orbital energy = -10.584 eV

***

--- x ---
The following is a quantum chemistry calculation of a 7-piece molecular cluster, H14O7 overall, from OMol25.

Each line ends with the natural charge from an NBO analysis.
CARTESIAN COORDINATES (ANGSTROEM)
H -1.246 -1.203 2.636  0.4684
H -0.640 -0.571 1.393  0.4626
H 3.288 2.169 1.413  0.4729
H 2.907 0.910 2.174  0.4726
H 0.339 -1.260 -1.191  0.4542
H -0.282 -1.975 -2.379  0.4719
H -3.582 -0.508 0.437  0.4560
H -2.324 -1.091 1.061  0.4487
H 2.340 2.264 -1.447  0.4707
H 1.662 2.664 -0.147  0.4663
H -4.839 2.131 -0.140  0.4684
H -3.825 1.204 -0.791  0.4646
H 2.357 -2.004 -0.274  0.4660
H 2.529 -2.111 -1.780  0.4602
O -0.433 -1.171 2.119  -0.9218
O 3.293 1.208 1.343  -0.9449
O -0.505 -1.408 -1.632  -0.9276
O -3.038 -1.304 0.450  -0.9154
O 2.010 3.032 -0.967  -0.9374
O -3.937 2.109 -0.479  -0.9316
O 2.773 -2.544 -0.954  -0.9248

Calculated values
total charge = 0
spin multiplicity = 1
SMILES = O.O.O.O.O.O.O
E_LUMO = -0.1 eV
highest occupied orbital energy = -11.612 eV

***

--- y ---
The following is a quantum chemistry calculation of a 7-piece molecular cluster, H14O7 overall, from OMol25.

Each line ends with the natural charge from an NBO analysis.
CARTESIAN COORDINATES (ANGSTROEM)
O 0.910 -0.429 2.320  -0.9796
H 1.317 -0.564 3.176  0.4790
H 0.234 0.213 2.505  0.4944
O -2.215 0.629 -0.256  -0.9626
H -3.105 0.329 -0.296  0.4892
H -2.149 1.476 -0.720  0.4973
O -0.895 -0.858 -3.301  -0.9497
H -1.052 -1.042 -2.343  0.4819
H -1.341 -1.522 -3.796  0.4668
O 0.003 -1.008 -0.213  -1.0099
H -0.803 -0.427 -0.176  0.4845
H 0.252 -1.084 0.701  0.4968
O 2.116 -2.036 -1.893  -0.9547
H 2.112 -1.095 -2.253  0.4669
H 1.286 -1.976 -1.440  0.4825
O -1.145 1.390 2.457  -0.9422
H -1.986 1.151 2.084  0.4863
H -0.905 2.085 1.860  0.4759
O 2.358 1.484 0.150  -0.9368
H 3.045 2.080 0.445  0.4583
H 1.964 1.203 0.991  0.4757

Calculated values
total charge = 0
spin multiplicity = 1
SMILES = O.O.O.O.O.O.O
E_LUMO = -0.2 eV
highest occupied orbital energy = -9.882 eV

***

--- z ---
The following is a quantum chemistry calculation of a 7-piece molecular cluster, H14O7 overall, from OMol25.

Each line ends with the natural charge from an NBO analysis.
CARTESIAN COORDINATES (ANGSTROEM)
O -1.330 -0.328 0.064  -1.0093
H -1.155 -0.710 0.918  0.5016
H -0.517 -0.510 -0.417  0.4740
O 2.090 -1.147 2.893  -0.9551
H 2.431 -0.712 3.673  0.4726
H 2.184 -0.402 2.237  0.5057
O 1.020 0.220 -1.628  -0.9933
H 1.381 -0.217 -2.394  0.4859
H 0.161 0.559 -1.875  0.5073
O -1.208 1.633 -2.778  -0.9560
H -1.943 1.657 -2.188  0.4966
H -0.667 2.373 -2.564  0.4691
O -3.610 0.537 -1.536  -0.9683
H -3.061 0.619 -0.786  0.4939
H -3.342 -0.266 -2.056  0.4820
O -0.554 -1.333 2.367  -0.9833
H -1.016 -1.977 2.833  0.4707
H 0.358 -1.353 2.739  0.5093
O 3.043 0.120 0.382  -0.9674
H 2.310 0.250 -0.247  0.4999
H 3.423 0.987 0.364  0.4641

Calculated values
total charge = 0
spin multiplicity = 1
SMILES = O.O.O.O.O.O.O
E_LUMO = 0.5 eV
highest occupied orbital energy = -10.913 eV

***

z is the most stable structure; the next one sits 0.598 eV above it.

***

--- w ---
The following is a quantum chemistry calculation of a 2-piece molecular cluster, C3H5N3O overall, from OMol25.

Each line ends with the natural charge from an NBO analysis.
CARTESIAN COORDINATES (ANGSTROEM)
N 0.813 1.464 -0.139  -0.4864
C 0.832 0.200 -0.005  0.0790
C 1.994 -0.665 -0.087  0.2025
O 1.619 -1.863 0.139  -0.1954
N 0.260 -2.048 0.373  -0.1867
C -0.269 -0.783 0.278  0.2463
N -1.488 -0.401 0.371  -0.5849
H -2.270 2.337 -0.728  -0.0334
H -0.153 1.785 -0.008  0.3638
H 3.045 -0.474 -0.262  0.2176
H -2.269 1.646 -0.442  0.0228
H -2.113 -1.197 0.508  0.3547

Calculated values
total charge = 0
spin multiplicity = 1
E_LUMO (spin up / spin down) = -2.1 / -1.5 eV
highest occupied orbital energy (spin up / spin down) = -8.746 / -9.640 eV

***

--- x ---
The following is a quantum chemistry calculation of one molecule with the formula C3H5N3O, from OMol25.

Each line ends with the natural charge from an NBO analysis.
CARTESIAN COORDINATES (ANGSTROEM)
N 0.808 -1.060 -1.208  -0.8033
C -0.068 -0.153 -0.593  0.0039
C -1.141 0.496 -1.108  0.0654
O -1.650 1.361 -0.211  -0.2766
N -0.914 1.291 0.940  -0.1740
C 0.009 0.386 0.736  0.2728
N 0.793 -0.028 1.813  -0.8148
H 1.116 -1.794 -0.583  0.3775
H 0.394 -1.481 -2.032  0.3761
H -1.667 0.428 -2.049  0.2041
H 1.793 0.034 1.670  0.3789
H 0.527 0.521 2.624  0.3901

Calculated values
total charge = 0
spin multiplicity = 1
SMILES = Nc1conc1N
E_LUMO = 0.9 eV
highest occupied orbital energy = -8.566 eV

***

x is the most stable structure; the next one sits 3.595 eV above it.

***

--- w ---
The following is a quantum chemistry calculation of one molecule with the formula C3H5N3O, from OMol25.

Each line ends with the natural charge from an NBO analysis.
CARTESIAN COORDINATES (ANGSTROEM)
N -1.716 -0.023 0.221  0.0599
N -1.003 0.912 -0.592  -0.3765
C 1.175 -0.795 -0.199  -0.1983
C 0.646 0.236 0.956  -0.1213
C 1.808 0.310 0.022  -0.1870
O -1.979 -1.178 -0.461  -0.5136
N -0.535 0.951 0.772  -0.1308
H -1.419 -1.234 -1.258  0.4568
H -1.611 1.719 -0.742  0.3555
H 1.163 -1.788 -0.589  0.2328
H 0.788 -0.020 2.002  0.2032
H 2.682 0.909 -0.134  0.2192

Calculated values
total charge = 0
spin multiplicity = 1
SMILES = On1[nH]n1C1C=C1
E_LUMO = 0.9 eV
highest occupied orbital energy = -8.601 eV

***

--- x ---
The following is a quantum chemistry calculation of one molecule with the formula C3H5N3O, from OMol25.

Each line ends with the natural charge from an NBO analysis.
CARTESIAN COORDINATES (ANGSTROEM)
N -2.040 -0.855 1.028  -0.8252
C -0.737 -0.701 0.644  0.6592
N 0.437 -1.038 0.602  -0.4143
C 1.375 -0.105 -0.038  0.1967
O 2.426 -0.612 -0.762  -0.6875
C 0.710 0.988 -0.549  -0.0109
N -0.598 1.060 -0.348  -0.7932
H -2.572 -1.603 0.588  0.3994
H -2.442 0.042 0.784  0.4180
H 3.143 -0.907 -0.194  0.4739
H 1.262 1.762 -1.092  0.2040
H -0.965 1.969 -0.664  0.3798

Calculated values
total charge = 0
spin multiplicity = 1
E_LUMO = 0.8 eV
highest occupied orbital energy = -7.080 eV

***

x is the most stable structure; the next one sits 5.830 eV above it.